# 1
Formula: C32H52AsFeN2OP2S3Se
Source: OMol25
Level of theory: the ωB97M-V functional and the def2-TZVPD basis

```
! RIJCOSX wB97M-V def2-TZVPD def2/J DEFGRID3
* xyz 0 2
Fe -0.286 -0.107 -0.269
C -1.492 4.290 1.916
C -0.546 3.299 1.235
C 0.835 3.425 1.885
P -1.119 1.534 1.257
C -2.972 1.611 1.349
C -3.575 1.862 2.733
C -3.701 0.421 0.731
C -0.388 0.856 2.755
C -0.790 1.011 4.078
C -0.150 0.334 5.104
C -0.568 0.501 6.535
C 0.882 -0.539 4.754
C 1.326 -0.665 3.455
C 0.743 0.096 2.432
N 1.165 0.107 1.093
C 2.524 0.011 0.832
C 3.551 0.212 1.779
C 4.876 0.056 1.431
C 5.283 -0.274 0.138
C 6.729 -0.468 -0.211
C 4.287 -0.359 -0.820
C 2.945 -0.187 -0.497
P 1.625 0.028 -1.683
C 2.098 -1.031 -3.124
C 2.289 -2.503 -2.774
C 1.223 -0.808 -4.356
C 1.898 1.731 -2.361
C 1.923 2.721 -1.211
C 3.156 1.895 -3.212
H -1.073 5.293 1.811
H -1.576 4.087 2.984
H -2.492 4.310 1.484
H -0.476 3.568 0.176
H 0.748 3.354 2.970
H 1.254 4.402 1.639
H 1.540 2.658 1.567
H -3.172 2.489 0.723
H -3.331 1.049 3.414
H -4.662 1.889 2.631
H -3.264 2.803 3.183
H -3.728 -0.401 1.444
H -3.219 0.085 -0.183
H -4.726 0.721 0.501
H -1.614 1.667 4.323
H -1.444 1.144 6.615
H 0.227 0.947 7.134
H -0.817 -0.460 6.988
H 1.349 -1.143 5.523
H 2.107 -1.372 3.220
H 3.320 0.494 2.793
H 5.627 0.193 2.200
H 7.336 -0.568 0.688
H 7.123 0.375 -0.782
H 6.876 -1.367 -0.811
H 4.565 -0.552 -1.850
H 3.092 -0.633 -3.362
H 1.358 -3.004 -2.522
H 2.966 -2.628 -1.928
H 2.721 -3.017 -3.636
H 0.208 -1.163 -4.199
H 1.651 -1.352 -5.201
H 1.168 0.246 -4.631
H 1.013 1.937 -2.970
H 2.824 2.599 -0.606
H 1.054 2.578 -0.573
H 1.888 3.741 -1.593
H 4.053 1.618 -2.653
H 3.261 2.947 -3.487
H 3.129 1.323 -4.137
Se 0.727 -3.552 1.176
C -0.481 -2.258 1.143
N -1.268 -1.388 1.080
C -3.136 -3.965 -3.097
As -2.941 -2.479 -1.890
C -4.231 -1.205 -2.541
C -3.543 -3.146 -0.191
S -0.892 -1.969 -1.937
H -4.161 -4.332 -3.072
H -2.445 -4.750 -2.790
H -2.879 -3.634 -4.102
H -5.182 -1.728 -2.643
H -3.887 -0.841 -3.508
H -4.322 -0.359 -1.865
H -4.520 -3.613 -0.316
H -3.590 -2.330 0.525
H -2.808 -3.873 0.154
C -4.000 4.040 -1.644
O -3.344 2.771 -1.661
C -2.032 2.716 -1.971
S -1.158 4.054 -2.332
S -1.523 1.034 -2.051
H -5.020 3.826 -1.331
H -3.982 4.490 -2.637
H -3.508 4.718 -0.945
*
```

Computed properties:
E_HOMO (spin up / spin down) ... -6.68 / -6.64 eV
LUMO energy (spin up / spin down) ... -0.9991 / 0.3208 eV
Calculated total energy ... -250711.63793 eV
Kohn-Sham gap (spin up / spin down) ... 5.6820 / 6.9608 eV


# 2
Formula: C32H52BF14N3O7PS5
Source: OMol25
Level of theory: the ωB97M-V functional and the def2-TZVPD basis

```
! RIJCOSX wB97M-V def2-TZVPD def2/J DEFGRID3
* xyz 1 1
C 2.963 -4.567 2.110
C 1.736 -3.697 2.777
C 0.374 -3.636 1.808
C 0.706 -3.138 0.282
C -0.486 -3.407 -0.812
C -0.206 -2.742 -2.299
C 1.315 -3.035 -2.881
C 2.202 -1.693 -2.561
C 3.784 -1.787 -2.979
C 4.811 -1.113 -1.841
C 4.370 0.399 -1.415
N 4.115 1.136 -2.722
C 4.195 2.640 -2.638
P 3.467 3.407 -4.216
S 2.790 2.154 -5.541
C 3.466 3.060 -1.223
C 3.027 4.634 -1.154
C 1.443 4.927 -0.876
C 0.408 4.505 -2.071
F 0.616 3.165 -2.657
F 0.374 5.615 -3.095
C -1.118 4.554 -1.385
F -2.052 4.761 -2.552
F -1.220 5.762 -0.537
C -1.573 3.152 -0.679
F -2.044 2.258 -1.803
F -0.448 2.391 -0.035
C -2.704 3.364 0.497
F -3.738 4.409 0.146
F -1.957 3.965 1.666
C -3.383 1.991 1.069
F -4.239 2.411 2.242
F -2.435 0.990 1.610
C -4.388 1.210 0.041
F -5.446 0.556 0.856
F -3.581 0.079 -0.552
F -4.887 2.011 -1.098
C 4.458 2.582 0.042
S 3.616 2.575 1.704
O 2.761 3.887 1.932
O 2.541 1.433 1.888
F 4.711 2.659 3.070
C 5.300 1.180 -0.331
N 6.648 1.656 -0.801
C 7.539 0.671 -1.084
S 8.511 -0.754 -1.242
B 5.584 0.229 1.002
N 6.725 0.491 2.017
O 4.701 -0.923 1.406
H 2.501 -5.562 1.653
H 3.839 -4.795 2.852
H 3.430 -3.924 1.220
H 2.153 -2.602 3.001
H 1.457 -4.205 3.796
H -0.323 -2.821 2.331
H -0.198 -4.657 1.837
H 0.881 -1.960 0.348
H 1.700 -3.577 -0.172
H -0.735 -4.566 -0.859
H -1.453 -2.849 -0.395
H -0.354 -1.560 -2.219
H -1.005 -3.166 -3.045
H 1.195 -3.195 -4.056
H 1.770 -3.994 -2.372
H 1.735 -0.818 -3.226
H 2.009 -1.382 -1.449
H 4.090 -2.925 -3.162
H 3.913 -1.251 -4.036
H 4.863 -1.903 -0.985
H 5.878 -1.145 -2.378
H 3.295 0.290 -0.903
H 4.720 0.794 -3.511
H 3.104 0.912 -2.971
H 5.308 3.064 -2.557
H 4.539 4.151 -4.895
H 2.420 4.387 -3.997
H 2.473 2.416 -1.064
H 3.353 5.295 -2.063
H 3.611 5.091 -0.217
H 1.344 6.112 -0.764
H 1.010 4.486 0.117
H 5.265 3.462 0.097
H 7.450 -0.253 1.905
H 7.097 1.450 1.841
H 4.705 -1.031 2.403
C -2.764 -5.431 6.717
C -1.740 -4.307 6.872
C -0.481 -4.726 6.115
S -1.024 -5.813 4.805
O -0.497 -7.137 5.058
O -0.858 -5.143 3.530
C -2.751 -5.799 5.241
H -3.760 -5.121 7.046
H -2.460 -6.294 7.322
H -2.143 -3.384 6.436
H -1.519 -4.103 7.924
H 0.034 -3.864 5.682
H 0.205 -5.285 6.757
H -3.196 -6.775 5.038
H -3.242 -5.029 4.639
C -7.884 2.161 -1.693
C -8.176 3.279 -2.692
C -9.225 2.757 -3.672
S -10.175 1.533 -2.782
O -9.942 0.239 -3.387
O -11.508 2.048 -2.540
C -9.242 1.623 -1.266
H -7.307 2.521 -0.836
H -7.304 1.370 -2.183
H -8.573 4.151 -2.157
H -7.271 3.600 -3.216
H -9.890 3.554 -4.013
H -8.760 2.265 -4.531
H -9.187 0.637 -0.802
H -9.752 2.326 -0.600
*
```

Computed properties:
E_HOMO ... -11.46 eV
LUMO energy ... -4.5316 eV
Calculated total energy ... -154992.94453 eV
Kohn-Sham gap ... 6.9298 eV


# 3
Formula: C32H52BN14O2P
Source: OMol25
Level of theory: the ωB97M-V functional and the def2-TZVPD basis

```
! RIJCOSX wB97M-V def2-TZVPD def2/J DEFGRID3
* xyz 0 1
C -1.487 -3.094 3.322
C -1.805 -1.882 2.800
C -3.238 -1.513 2.353
P -3.343 -1.108 0.492
N -2.409 0.357 0.299
C -1.297 0.133 -0.406
C -1.292 0.536 -1.927
C 0.032 -0.444 0.151
B -2.549 -2.577 -0.471
O -3.172 -2.953 -1.696
O -1.433 -3.350 -0.082
H -0.449 -3.490 3.233
H -2.253 -3.747 3.793
H -0.956 -1.167 2.714
H -3.995 -2.288 2.627
H -3.529 -0.567 2.873
H -1.483 -0.323 -2.609
H -1.962 1.411 -2.127
H -0.248 0.906 -2.134
H 0.732 -0.636 -0.705
H 0.477 0.345 0.819
H -0.072 -1.414 0.687
H -3.142 -2.221 -2.332
H -0.633 -3.128 -0.581
C -0.219 -3.793 7.562
C -1.046 -2.739 6.934
N -1.684 -1.922 6.446
H -0.717 -4.170 8.454
H -0.071 -4.613 6.861
H 0.751 -3.384 7.842
C -1.497 -6.681 -1.322
C -0.347 -7.433 -0.775
N 0.545 -8.016 -0.350
H -1.416 -5.628 -1.050
H -1.514 -6.767 -2.408
H -2.427 -7.082 -0.921
C 2.106 4.209 -1.294
C 2.306 2.846 -1.837
N 2.461 1.790 -2.260
H 2.235 4.202 -0.213
H 2.830 4.893 -1.734
H 1.101 4.558 -1.529
C 0.037 0.256 -5.909
C -1.361 0.516 -5.504
N -2.442 0.725 -5.185
H 0.703 0.419 -5.060
H 0.151 -0.771 -6.254
H 0.323 0.928 -6.717
C 2.303 -3.526 -5.788
C 1.492 -3.124 -6.960
N 0.864 -2.817 -7.875
H 3.291 -3.848 -6.116
H 2.411 -2.683 -5.106
H 1.815 -4.348 -5.266
C 2.513 3.175 3.152
C 1.663 4.208 2.526
N 1.004 5.012 2.037
H 2.035 2.801 4.059
H 2.662 2.347 2.461
H 3.489 3.600 3.414
C -2.541 4.244 2.185
C -2.331 2.886 1.645
N -2.166 1.831 1.211
H -2.414 4.234 3.267
H -1.815 4.929 1.748
H -3.547 4.590 1.947
C -4.065 -8.343 2.107
C -3.923 -8.782 0.702
N -3.814 -9.122 -0.388
H -3.946 -7.262 2.170
H -5.050 -8.616 2.482
H -3.303 -8.822 2.721
C 5.777 3.514 0.749
C 5.200 2.312 1.388
N 4.761 1.369 1.881
H 5.025 4.001 0.129
H 6.115 4.212 1.515
H 6.624 3.230 0.125
C 1.154 8.939 0.690
C 1.828 8.147 -0.361
N 2.349 7.531 -1.176
H 1.074 9.978 0.374
H 0.156 8.541 0.867
H 1.727 8.889 1.614
C 3.603 6.088 6.253
C 4.252 5.275 5.202
N 4.753 4.644 4.386
H 3.534 7.124 5.927
H 2.602 5.707 6.449
H 4.189 6.040 7.170
C 4.180 -4.971 -9.317
C 5.288 -5.770 -8.748
N 6.145 -6.390 -8.306
H 4.310 -3.921 -9.058
H 4.170 -5.071 -10.401
H 3.228 -5.320 -8.919
C -7.013 3.436 0.804
C -6.087 4.582 0.674
N -5.365 5.468 0.572
H -7.437 3.415 1.807
H -7.820 3.530 0.077
H -6.477 2.505 0.623
*
```

Computed properties:
E_HOMO ... -6.87 eV
LUMO energy ... 0.0744 eV
Calculated total energy ... -68940.79003 eV
Kohn-Sham gap ... 6.9452 eV


# 4
Formula: C32H52BrGaN2O6S2Si
Source: OMol25
Level of theory: the ωB97M-V functional and the def2-TZVPD basis

```
! RIJCOSX wB97M-V def2-TZVPD def2/J DEFGRID3
* xyz 2 1
Ga -0.477 0.052 -0.796
C -2.426 0.864 -3.451
O -1.200 0.349 -2.946
C -0.236 -0.054 -3.840
C -0.211 0.188 -5.194
C 0.882 -0.270 -5.937
Br 0.904 0.042 -7.814
C 1.935 -0.930 -5.340
C 1.917 -1.195 -3.960
C 0.802 -0.771 -3.210
O 0.687 -0.982 -1.913
C 3.005 -1.855 -3.281
N 3.021 -2.116 -1.968
C 4.214 -2.697 -1.622
C 4.706 -3.146 -0.405
C 5.969 -3.701 -0.420
C 6.720 -3.795 -1.598
C 6.235 -3.350 -2.812
C 4.961 -2.798 -2.811
N 4.169 -2.268 -3.810
H -2.861 0.154 -4.159
H -2.281 1.831 -3.937
H -3.086 0.976 -2.589
H -0.994 0.726 -5.704
H 2.771 -1.220 -5.954
H 2.242 -1.882 -1.360
H 4.126 -3.061 0.500
H 6.390 -4.078 0.499
H 7.706 -4.230 -1.552
H 6.808 -3.435 -3.720
H 4.423 -2.219 -4.786
C 0.256 4.957 1.238
C -0.088 4.157 -0.010
C 1.120 4.025 -0.935
C -1.259 4.805 -0.750
O -0.496 2.814 0.340
Si -0.458 1.872 1.650
S 0.823 0.242 0.982
O -1.878 1.081 1.636
C -3.144 1.595 2.131
C -3.639 0.598 3.174
C -2.978 2.968 2.770
C -4.074 1.695 0.922
O 0.041 2.420 3.053
C 0.943 2.024 4.119
C 0.501 2.828 5.338
C 2.360 2.389 3.692
C 0.824 0.527 4.382
H 0.476 5.987 0.971
H 1.122 4.532 1.735
H -0.580 4.947 1.932
H 1.439 5.004 -1.276
H 0.854 3.420 -1.803
H 1.943 3.545 -0.412
H -0.978 5.804 -1.074
H -2.127 4.890 -0.101
H -1.527 4.221 -1.628
H -2.875 0.472 3.937
H -3.852 -0.369 2.725
H -4.540 0.975 3.647
H -2.255 2.925 3.577
H -3.926 3.313 3.171
H -2.637 3.687 2.033
H -4.330 0.708 0.542
H -3.578 2.261 0.135
H -4.985 2.214 1.201
H 0.443 3.882 5.082
H 1.213 2.702 6.147
H -0.476 2.498 5.681
H 2.428 3.457 3.509
H 2.626 1.847 2.786
H 3.064 2.128 4.475
H -0.214 0.250 4.551
H 1.403 0.270 5.263
H 1.205 -0.045 3.537
C -2.502 -3.868 -2.071
C -3.230 -4.138 -0.761
C -3.870 -2.894 -0.169
S -2.807 -1.595 0.570
O -2.079 -0.977 -0.651
C -1.542 -2.581 1.462
C -0.391 -3.165 0.658
C 0.777 -3.503 1.578
H -1.995 -4.767 -2.409
H -1.764 -3.078 -1.962
H -3.213 -3.575 -2.837
H -2.573 -4.603 -0.030
H -4.030 -4.856 -0.948
H -4.522 -3.161 0.664
H -4.477 -2.384 -0.916
H -2.102 -3.346 1.997
H -1.154 -1.865 2.188
H -0.053 -2.441 -0.094
H -0.692 -4.071 0.141
H 1.178 -2.604 2.039
H 1.564 -3.983 1.004
H 0.460 -4.194 2.356
*
```

Computed properties:
E_HOMO ... -13.30 eV
LUMO energy ... -5.9403 eV
Calculated total energy ... -201254.16874 eV
Kohn-Sham gap ... 7.3572 eV